{"formula": "CH18F3O12S", "method": "wB97M-V/def2-TZVPD", "elements": ["C", "F", "F", "F", "S", "O", "O", "O", "O", "H", "H", "O", "H", "H", "O", "H", "H", "O", "H", "H", "O", "H", "H", "O", "H", "H", "O", "H", "H", "O", "H", "H", "O", "H", "H"], "positions_angstrom": [[-1.84372, 0.47467, -0.90839], [-1.52218, 1.37356, -1.83135], [-2.57519, 1.03603, 0.02988], [-2.56544, -0.49068, -1.49615], [-0.32060, -0.20772, -0.15892], [0.55399, -0.62341, -1.23916], [0.20785, 0.94397, 0.56591], [-0.81635, -1.26178, 0.69735], [2.60828, 0.95997, 2.14341], [2.60144, 1.82951, 2.55331], [1.68505, 0.81152, 1.87567], [-3.93210, 1.00303, 3.16062], [-3.33900, 1.71953, 2.91442], [-3.33359, 0.25527, 3.36420], [-0.55933, 3.42237, 1.77534], [-0.41950, 2.46132, 1.73278], [0.24368, 3.78958, 1.39704], [2.90121, 2.51750, -0.48398], [2.43242, 3.30643, -0.19912], [2.26179, 1.80025, -0.37004], [-0.72606, -3.90759, -0.31431], [-0.17487, -4.11617, -1.08570], [-0.35772, -3.09758, 0.06301], [0.98783, -3.52871, -2.53553], [0.81242, -2.58666, -2.38324], [0.79684, -3.67695, -3.46697], [0.57463, 1.61402, -4.23553], [-0.25097, 1.23280, -4.54907], [0.46603, 1.67010, -3.27889], [-1.98284, -1.00486, 3.22758], [-1.38857, -1.46764, 3.82457], [-1.76454, -1.35099, 2.33892], [3.24195, -1.55873, -1.25064], [3.14836, -2.15063, -0.49880], [2.34879, -1.19135, -1.37825]], "forces_ev_per_a": [[0.227, -0.882, -0.144], [-0.050, 0.507, -0.386], [-0.349, 0.320, 0.221], [0.087, 0.142, -0.007], [0.713, 0.303, 0.798], [-0.605, -0.158, -0.297], [-0.124, -0.089, -0.141], [0.065, -0.167, -0.182], [-0.291, -0.143, 0.264], [0.044, -0.006, -0.044], [0.280, 0.039, -0.076], [0.119, -0.192, 0.215], [0.004, -0.043, -0.022], [-0.183, 0.338, -0.238], [0.020, -0.141, 0.260], [-0.074, 0.216, -0.248], [-0.024, -0.027, -0.048], [-0.094, 0.118, -0.197], [-0.041, -0.040, -0.045], [0.139, 0.006, 0.154], [0.092, -0.376, -0.009], [-0.068, 0.238, 0.210], [-0.221, -0.040, -0.125], [-0.062, 0.066, -0.180], [0.063, -0.098, 0.023], [0.016, 0.060, 0.064], [-0.064, 0.067, -0.038], [0.014, -0.008, 0.077], [0.077, -0.095, -0.034], [0.069, -0.410, -0.160], [-0.023, 0.051, 0.002], [0.020, 0.391, 0.272], [-0.176, 0.091, -0.121], [-0.024, 0.021, -0.016], [0.425, -0.057, 0.197]], "e_homo_ev": -7.899, "fmax_ev_per_a": 1.11, "energy_ev": -44890.9583, "total_charge": -1}